320
Properties=species:S:1:pos:R:3:forces:R:3 method="wB97M-V/def2-TZVPD" spin_multiplicity=1 e_tot_ev=-144516.956 relative_energy_kj_mol=474.9 homo_lumo_gap_ev=8.07
C -7.474 -3.109 4.175 0.40 0.07 0.07
C -7.827 -1.626 4.166 0.03 -0.04 0.43
C -7.601 -0.974 2.822 1.50 -0.31 0.39
O -6.167 -1.056 2.546 -1.22 0.01 0.65
C -5.716 -0.096 1.631 -0.42 0.00 -0.68
N -9.225 -1.475 4.533 -1.18 0.38 -0.13
H -7.764 -3.516 5.143 -0.01 -0.20 -0.09
H -6.410 -3.297 4.031 0.00 0.16 -0.01
H -7.951 -3.668 3.369 -0.45 0.18 0.05
H -7.301 -1.062 4.937 0.98 -0.23 -0.21
H -7.929 0.065 2.868 0.10 0.24 -0.15
H -8.209 -1.522 2.102 0.14 0.07 -0.50
H -6.246 -0.244 0.690 0.18 -0.01 -0.47
H -4.641 -0.203 1.479 -0.05 -0.20 0.05
H -5.918 0.938 1.909 -0.08 0.07 0.48
H -9.554 -0.590 4.175 -0.26 0.17 -0.52
H -9.306 -1.277 5.520 0.12 -0.57 0.39
C -1.974 6.475 -5.583 0.04 -1.33 0.61
C -3.415 6.312 -5.145 -0.75 -0.49 1.32
C -3.585 6.048 -3.623 1.69 -1.05 -0.78
O -2.849 4.865 -3.202 -0.23 -0.10 0.06
C -3.124 3.561 -3.822 -0.33 1.52 1.29
N -4.157 7.482 -5.467 -0.68 1.63 -0.61
H -1.857 6.632 -6.655 -0.15 0.44 0.15
H -1.445 5.548 -5.361 0.05 -0.10 -0.04
H -1.452 7.186 -4.943 -0.08 0.51 -0.34
H -3.929 5.472 -5.612 0.35 -0.20 -0.52
H -4.626 6.018 -3.299 -0.26 -0.30 -0.36
H -3.142 6.892 -3.094 0.27 -0.08 0.26
H -2.830 2.849 -3.051 0.08 -0.10 -0.15
H -2.552 3.380 -4.732 -0.27 0.15 -0.20
H -4.205 3.485 -3.939 -0.04 -0.25 -0.48
H -3.662 8.314 -5.179 0.35 0.16 -0.11
H -5.037 7.565 -4.978 -0.31 -0.40 -0.03
C -5.025 -4.950 6.625 0.82 -0.54 -1.01
C -4.116 -3.712 6.254 -0.63 -0.08 1.31
C -3.289 -3.837 4.997 0.31 -1.93 -0.02
O -2.401 -2.768 4.681 -1.46 -0.10 2.73
C -1.548 -3.045 3.662 0.14 0.34 -2.58
N -4.924 -2.555 6.174 -1.16 1.94 0.38
H -5.587 -5.257 5.743 -0.05 -0.07 -0.22
H -5.769 -4.914 7.420 0.17 1.28 0.07
H -4.462 -5.826 6.947 0.53 -0.04 -0.36
H -3.463 -3.540 7.110 0.32 -0.10 0.06
H -3.997 -4.020 4.189 -0.04 0.22 -0.54
H -2.744 -4.772 5.128 0.61 -0.22 -0.32
H -2.112 -3.518 2.858 0.02 -0.46 -0.36
H -0.639 -3.628 3.814 -0.03 -0.17 0.74
H -1.290 -2.087 3.211 0.49 0.14 0.08
H -5.541 -2.507 5.376 0.00 -0.52 -0.01
H -4.345 -1.740 6.031 0.30 0.40 0.22
C 4.710 -4.556 -1.592 0.01 0.35 -0.66
C 4.373 -6.029 -1.440 -0.55 -0.74 -0.58
C 5.429 -6.929 -2.103 0.25 0.50 -0.27
O 5.455 -6.780 -3.515 0.10 0.52 0.17
C 6.637 -7.293 -4.068 0.06 -1.46 -0.59
N 4.255 -6.354 -0.027 0.97 0.24 -0.06
H 4.062 -3.919 -0.989 -0.14 -0.08 -0.15
H 4.641 -4.274 -2.642 -0.45 0.05 -0.10
H 5.736 -4.262 -1.371 0.26 -0.49 0.54
H 3.386 -6.242 -1.849 0.00 0.18 -0.51
H 5.375 -7.987 -1.848 -0.63 -0.27 0.09
H 6.384 -6.627 -1.673 0.46 0.28 -0.01
H 7.572 -6.812 -3.783 -0.16 0.43 0.18
H 6.583 -7.401 -5.152 -0.32 0.96 -0.13
H 6.732 -8.354 -3.841 0.14 -0.30 0.73
H 5.199 -6.126 0.249 0.31 -0.14 1.17
H 4.157 -7.348 0.122 -0.10 -0.26 -0.08
C -4.986 -2.510 -3.737 -0.23 0.56 -0.39
C -6.330 -3.191 -4.016 -0.75 0.53 1.69
C -7.420 -2.857 -2.913 0.86 -1.45 -0.77
O -6.896 -2.979 -1.606 -1.05 0.49 0.41
C -7.969 -3.021 -0.648 0.79 -0.24 0.50
N -6.830 -2.760 -5.313 0.55 0.18 -0.23
H -4.216 -2.885 -4.410 -0.01 -0.09 0.03
H -4.620 -2.500 -2.710 -0.29 -0.58 0.05
H -5.100 -1.448 -3.959 -0.01 0.26 -0.18
H -6.194 -4.271 -3.962 -0.02 -0.07 -0.33
H -8.169 -3.639 -3.039 -0.38 -0.19 -0.08
H -7.955 -1.934 -3.135 0.35 0.61 0.28
H -7.538 -3.002 0.353 0.32 0.24 -0.09
H -8.524 -3.959 -0.659 -0.11 -0.16 -0.57
H -8.670 -2.190 -0.719 0.05 0.17 -0.33
H -7.766 -3.052 -5.557 -0.08 -0.47 0.28
H -6.879 -1.753 -5.266 0.07 0.27 -0.26
C 2.209 -3.857 4.018 -0.05 0.19 0.21
C 2.590 -4.854 2.880 -0.49 2.35 0.36
C 1.257 -5.373 2.263 1.45 -1.37 1.30
O 0.592 -6.115 3.295 -1.29 0.49 -0.31
C -0.528 -6.859 2.792 0.89 0.18 -0.38
N 3.454 -4.219 1.882 0.54 -0.35 -0.03
H 2.968 -3.467 4.696 0.83 -0.75 -0.15
H 1.456 -4.295 4.672 -0.13 -0.03 -0.11
H 1.845 -2.890 3.671 -0.55 -0.15 -0.73
H 3.281 -5.579 3.308 -0.75 -0.70 0.04
H 1.500 -6.102 1.490 0.04 0.18 -0.54
H 0.689 -4.535 1.860 -0.27 0.09 0.03
H -1.164 -7.214 3.603 0.36 -0.04 0.06
H -0.113 -7.663 2.184 -0.16 -0.58 0.19
H -1.157 -6.323 2.081 -0.07 0.66 0.14
H 3.762 -4.990 1.307 0.29 -0.01 -0.25
H 3.066 -3.583 1.200 -0.73 0.27 0.53
C 0.372 -2.275 -3.660 -0.61 0.66 0.66
C -0.041 -3.652 -4.024 -0.53 -1.51 -0.41
C -1.360 -4.126 -3.354 0.90 0.97 1.22
O -1.277 -4.079 -1.912 -0.37 -0.74 0.22
C -2.480 -4.599 -1.300 0.00 0.11 -0.79
N -0.324 -3.723 -5.475 0.27 0.07 -0.19
H -0.543 -1.692 -3.762 0.10 0.58 -0.09
H 1.149 -1.846 -4.293 0.03 -0.21 -0.10
H 0.671 -2.189 -2.616 -0.01 -0.07 -0.08
H 0.772 -4.362 -3.875 0.00 -0.21 0.84
H -1.600 -5.148 -3.644 -0.13 -0.01 -0.24
H -2.142 -3.409 -3.604 -0.20 -0.18 -0.61
H -2.910 -5.399 -1.902 0.23 -0.31 -0.11
H -3.273 -3.851 -1.277 0.10 0.32 0.21
H -2.306 -4.997 -0.300 0.39 0.30 -0.06
H -0.600 -4.671 -5.686 -0.58 -0.30 -0.02
H 0.597 -3.739 -5.887 0.30 0.51 -0.46
C 0.486 0.625 -6.070 -1.95 -0.30 -0.08
C -0.760 -0.013 -6.798 0.96 0.39 0.37
C -1.770 0.978 -7.417 0.61 -0.48 0.23
O -2.547 1.602 -6.423 -1.08 -0.88 0.54
C -3.550 0.717 -5.893 -0.48 0.21 0.07
N -0.216 -0.897 -7.815 0.63 -0.47 -0.27
H 1.145 -0.161 -5.700 0.46 -0.06 -0.86
H 0.178 1.033 -5.107 -0.26 0.76 -0.18
H 0.885 1.378 -6.749 0.60 -0.26 0.38
H -1.216 -0.656 -6.045 -0.73 0.33 0.19
H -2.374 0.439 -8.147 -0.48 -0.33 0.10
H -1.338 1.769 -8.030 0.56 0.08 0.34
H -4.386 0.514 -6.562 -0.03 0.52 -0.67
H -4.003 1.167 -5.009 0.31 0.18 0.05
H -3.263 -0.302 -5.634 0.89 0.14 0.19
H 0.142 -1.652 -7.247 0.60 -0.34 -0.22
H -0.897 -1.384 -8.380 -0.60 0.33 -0.10
C -0.038 -3.351 7.609 0.15 0.77 -0.02
C 0.214 -1.824 7.710 -0.24 0.56 -1.33
C 0.929 -1.257 6.405 0.74 -1.70 1.87
O 0.808 0.126 6.287 -0.24 0.45 -0.04
C 1.354 0.586 5.079 0.63 0.56 -0.38
N -1.039 -1.117 7.811 -0.81 -0.37 0.58
H -0.524 -3.775 8.487 -0.10 0.37 0.13
H 0.854 -3.958 7.455 0.17 0.24 -0.23
H -0.716 -3.470 6.763 0.00 -0.30 -0.15
H 0.765 -1.523 8.601 0.52 -0.28 -0.11
H 0.606 -1.763 5.495 -0.26 -0.19 -0.06
H 1.963 -1.515 6.637 0.63 -0.02 -0.74
H 1.610 1.643 5.152 -0.23 0.07 0.31
H 0.711 0.484 4.205 -0.48 -0.28 0.06
H 2.289 0.089 4.821 0.18 -0.30 0.14
H -1.644 -1.484 7.091 -0.44 0.18 -0.23
H -0.841 -0.153 7.586 -0.31 0.20 0.01
C -3.265 2.027 3.778 0.08 1.62 0.99
C -3.552 1.452 5.161 0.03 -0.10 -1.11
C -4.958 1.892 5.655 -0.47 -0.67 -0.13
O -5.020 3.191 6.215 -0.34 0.67 0.27
C -6.358 3.772 6.183 1.05 -0.89 0.03
N -3.424 0.025 4.943 -0.63 -1.48 0.84
H -2.239 1.795 3.495 -0.06 0.02 -0.21
H -3.381 3.107 3.863 0.09 0.31 -0.56
H -3.979 1.641 3.050 0.09 -0.01 -0.01
H -2.756 1.678 5.871 -0.25 0.54 0.16
H -5.432 1.176 6.326 0.53 -0.31 0.61
H -5.646 1.815 4.813 -0.01 0.29 -0.72
H -7.102 3.037 6.488 -0.11 -0.35 -0.47
H -6.498 4.154 5.172 -0.49 0.01 0.03
H -6.507 4.553 6.928 0.80 0.21 -0.13
H -3.859 -0.265 4.078 -0.74 0.04 -0.11
H -2.471 -0.234 4.731 0.42 0.14 0.56
C 8.138 0.439 -2.107 0.26 0.60 0.03
C 6.763 -0.192 -1.778 0.88 1.84 0.18
C 5.796 0.895 -1.145 0.17 -0.35 -0.77
C 5.159 1.907 -2.127 0.67 -2.03 -0.89
C 4.542 1.153 -3.357 1.18 1.24 0.41
C 5.437 0.048 -3.988 0.29 0.12 0.30
N 6.132 -0.766 -2.924 -3.84 0.57 -0.07
O 6.838 -1.788 -3.462 1.99 -1.12 -1.19
C 4.443 -0.800 -4.806 0.41 -1.22 0.62
C 6.442 0.627 -4.994 0.58 0.66 0.99
C 7.080 -1.264 -0.724 -1.14 -0.25 -0.46
H 8.849 -0.282 -2.510 -0.06 -0.31 0.31
H 8.513 0.872 -1.179 0.36 -0.17 0.06
H 8.185 1.252 -2.832 -0.60 0.12 0.01
H 4.977 0.351 -0.674 0.09 -0.07 0.41
H 6.412 1.441 -0.431 -0.26 -0.14 0.39
H 5.980 2.499 -2.533 -0.14 0.51 0.14
H 4.381 2.517 -1.668 0.29 0.11 0.12
H 4.511 1.950 -4.100 -0.36 -0.22 -0.31
H 3.506 0.860 -3.188 0.20 -0.38 0.18
H 4.861 -1.717 -5.222 0.54 -0.01 -0.02
H 3.689 -1.164 -4.108 -0.47 0.20 -0.17
H 4.028 -0.301 -5.682 -0.17 0.44 0.39
H 5.865 1.231 -5.694 0.40 -0.50 -0.69
H 7.178 1.306 -4.562 -0.42 0.45 0.49
H 7.151 -0.131 -5.329 -0.73 -0.32 -0.87
H 7.761 -2.008 -1.136 0.15 0.13 0.16
H 6.129 -1.760 -0.532 -0.08 -0.28 0.28
H 7.435 -0.853 0.221 0.13 0.17 -0.19
H 6.297 -2.580 -3.497 -0.38 0.04 0.29
C -2.362 6.792 0.355 0.63 0.81 -0.02
C -2.697 5.649 1.333 0.95 0.85 -1.82
C -3.255 6.348 2.570 -2.62 -0.65 0.48
C -4.785 6.790 2.427 1.69 -0.54 0.27
C -5.644 5.628 1.965 0.23 0.89 -0.40
C -5.105 4.902 0.689 -0.87 -1.28 0.61
N -3.658 4.712 0.676 0.46 -0.93 2.28
O -3.128 3.698 -0.234 -0.89 1.98 1.28
C -5.855 3.494 0.752 1.02 0.53 -0.16
C -5.542 5.735 -0.491 -0.83 0.40 -1.13
C -1.362 4.987 1.790 0.08 -0.57 0.15
H -1.581 6.565 -0.370 -0.19 -0.28 -0.16
H -1.986 7.625 0.948 0.40 0.09 -0.02
H -3.212 7.244 -0.156 -0.19 -0.46 -0.07
H -3.131 5.567 3.320 -0.46 0.33 0.71
H -2.714 7.248 2.864 0.46 -0.38 -0.21
H -4.834 7.655 1.765 0.03 -0.15 -0.47
H -5.194 7.195 3.353 0.27 -0.21 0.32
H -6.592 6.088 1.685 -0.28 -0.26 -0.22
H -5.912 4.986 2.804 0.55 -0.40 -0.08
H -6.939 3.609 0.769 0.01 0.19 0.06
H -5.598 2.774 -0.025 0.10 0.37 -0.40
H -5.517 3.006 1.666 -0.12 0.18 0.20
H -5.263 6.788 -0.458 0.56 -0.07 0.28
H -5.186 5.331 -1.439 0.15 -0.11 0.03
H -6.623 5.824 -0.590 -0.27 -0.48 0.12
H -1.532 4.025 2.275 -0.31 -0.21 -0.24
H -0.819 5.531 2.563 -0.48 0.69 0.11
H -0.573 4.848 1.050 -0.49 -0.13 -0.61
H -3.178 4.225 -1.034 0.48 -0.23 -1.03
C 9.908 0.449 5.054 -0.34 -1.27 -0.43
C 9.054 -0.873 4.849 0.60 -0.24 1.02
C 8.529 -1.210 6.264 -0.58 -1.52 0.37
C 7.316 -2.168 6.390 -0.03 0.22 -1.03
C 6.177 -1.831 5.451 0.40 1.49 0.63
C 6.608 -1.477 4.014 0.27 -0.55 0.54
N 7.909 -0.678 3.994 -2.19 0.17 2.63
O 8.224 -0.200 2.776 0.29 0.41 -1.72
C 6.775 -2.845 3.309 -0.95 0.49 -1.03
C 5.446 -0.643 3.404 0.57 0.37 -0.57
C 10.011 -2.037 4.372 -0.71 -0.88 0.67
H 10.646 0.492 4.253 -0.27 0.64 -0.19
H 10.491 0.381 5.973 -0.04 -0.34 0.12
H 9.262 1.318 5.179 0.06 0.01 -0.51
H 9.319 -1.776 6.756 0.36 0.49 0.29
H 8.276 -0.341 6.872 0.29 0.33 -0.34
H 6.860 -2.070 7.375 0.54 -0.45 0.29
H 7.572 -3.201 6.154 0.43 -0.14 0.49
H 5.699 -0.955 5.890 -0.20 0.32 -0.14
H 5.439 -2.627 5.546 -0.08 -0.05 -0.71
H 5.804 -3.332 3.216 -0.24 -0.17 0.62
H 6.935 -2.734 2.237 0.88 0.17 -0.19
H 7.487 -3.526 3.776 0.04 0.23 -0.06
H 5.643 -0.430 2.353 -0.27 -0.47 -0.27
H 4.464 -1.089 3.563 0.18 -0.66 -0.31
H 5.285 0.364 3.787 0.73 0.03 0.71
H 10.278 -2.114 3.318 0.15 0.69 -0.03
H 9.556 -3.008 4.563 -0.79 -0.07 -0.09
H 10.880 -2.214 5.007 0.47 0.95 -0.14
H 8.485 -0.977 2.276 0.33 -0.26 -0.73
C 0.686 4.307 -6.842 0.06 -1.18 0.71
C 1.710 4.606 -5.714 -0.81 0.11 0.89
C 2.259 6.011 -6.085 1.51 -0.94 1.39
C 2.952 6.737 -4.868 -1.23 -0.45 -2.05
C 1.938 6.780 -3.698 1.55 -0.12 -1.41
C 1.417 5.410 -3.228 0.45 1.41 0.91
N 0.925 4.687 -4.396 0.40 0.74 -0.85
O 0.286 3.484 -3.953 0.75 0.24 -0.79
C 2.527 4.752 -2.372 -0.55 -0.69 -0.84
C 0.197 5.784 -2.356 -0.61 -0.43 -0.05
C 2.840 3.518 -5.662 0.05 -0.38 -0.26
H 0.227 3.370 -6.528 -0.30 -0.13 -0.47
H 1.143 4.174 -7.822 0.35 -0.17 0.13
H -0.111 5.035 -6.994 0.28 0.23 0.49
H 2.954 5.721 -6.873 0.40 0.50 -0.09
H 1.547 6.681 -6.567 -0.42 -0.21 0.39
H 3.163 7.721 -5.285 -0.15 0.45 0.52
H 3.953 6.371 -4.640 -0.23 -0.59 0.28
H 1.072 7.346 -4.041 0.14 0.44 0.26
H 2.576 7.270 -2.962 -0.99 0.17 0.83
H 2.254 3.698 -2.311 0.31 -0.17 0.26
H 3.490 4.842 -2.875 0.08 -0.11 0.03
H 2.622 5.157 -1.365 -0.23 0.15 -0.09
H -0.269 4.983 -1.782 0.42 -0.40 0.05
H 0.385 6.596 -1.655 0.38 0.05 -0.08
H -0.617 6.088 -3.015 0.08 0.25 -0.12
H 2.550 2.491 -5.440 -1.08 0.08 -0.12
H 3.635 3.575 -4.918 -0.09 1.21 0.16
H 3.349 3.414 -6.620 -0.02 0.32 -0.25
H -0.620 3.691 -4.192 -0.31 -0.27 0.18
C -1.661 0.504 0.835 -1.21 -0.11 1.98
C -1.341 -0.135 -0.459 1.87 -0.13 -2.53
C -0.878 0.969 -1.454 0.23 0.03 -0.29
C 0.395 1.637 -1.005 0.51 0.98 0.83
C 1.551 0.648 -0.884 -0.88 0.46 -0.26
C 1.224 -0.612 -0.064 -0.10 0.58 -0.88
N -0.134 -1.073 -0.428 -0.12 2.47 -2.53
O -0.450 -2.244 0.138 -0.49 -2.14 2.08
C 2.302 -1.600 -0.475 0.20 -1.20 -0.73
C 1.354 -0.350 1.394 0.11 0.10 1.72
C -2.558 -0.842 -1.153 0.30 0.08 1.60
H -0.927 1.181 1.273 -0.09 0.33 -0.70
H -1.796 -0.175 1.676 0.00 -0.83 -0.13
H -2.648 0.964 0.777 0.14 0.63 -0.12
H -0.626 0.596 -2.447 -0.12 -0.91 -0.06
H -1.659 1.682 -1.718 -0.22 0.23 0.74
H 0.271 2.182 -0.069 -0.21 0.09 0.14
H 0.689 2.392 -1.734 -0.12 0.05 -0.06
H 2.454 1.091 -0.465 0.00 0.23 0.10
H 1.761 0.477 -1.940 0.30 -0.94 0.01
H 2.361 -1.587 -1.563 -0.16 -0.61 -0.07
H 3.340 -1.436 -0.184 -0.09 1.09 0.46
H 2.169 -2.604 -0.071 -0.73 -0.16 -0.40
H 0.733 -1.016 1.992 -0.10 -0.32 -0.13
H 2.380 -0.559 1.696 0.09 0.38 0.26
H 1.051 0.649 1.708 0.25 0.18 -0.15
H -2.870 -1.728 -0.601 0.39 -0.42 -0.12
H -2.386 -1.062 -2.207 0.08 0.02 0.10
H -3.452 -0.236 -1.006 0.11 0.55 -0.46
H -0.813 -2.757 -0.589 0.13 -0.60 -0.32